Below is a cluster of 3 separate species, C11H28O6P in total at a distorted geometry, with properties calculated with ωB97M-V/def2-TZVPD.

Structure (XYZ):
```
46
Properties=species:S:1:pos:R:3:forces:R:3:mulliken_charge:R:1
P 0.8221 0.4935 0.6265 -1.47 0.69 0.40 0.5865
O -1.4583 -1.8158 0.4470 -1.06 -0.62 0.06 -0.5218
O 3.7661 0.5511 -1.3423 0.24 0.34 -0.44 -0.5578
O -1.2884 3.3896 2.3984 -0.30 0.19 0.42 -0.5061
O 1.7009 -0.8594 -0.1893 0.38 0.06 0.15 -0.2426
O -1.7276 -4.0143 0.4610 -0.23 0.02 0.23 -0.3652
O -3.1503 3.6595 1.2520 -0.17 0.01 0.30 -0.3666
C -1.7482 -5.2544 -0.2271 0.12 -0.05 -0.04 -0.4362
C -1.0751 4.8036 0.5213 -0.18 0.39 0.01 -0.9432
C -1.8362 3.9243 1.4853 0.38 -0.15 -0.35 0.6752
C 4.7143 0.6479 0.8622 0.01 -0.02 -0.38 -1.3858
C -3.9199 4.3569 0.2823 0.02 -0.02 -0.19 -0.4305
C 2.9619 -1.1581 0.2916 -0.02 -0.39 -0.94 -0.8491
C -3.7658 3.7517 -1.0990 0.08 -0.01 -0.05 -0.9412
C -0.6316 -2.8901 -1.4724 -0.34 -0.31 -0.35 -0.8262
C -0.3956 -5.9396 -0.2013 0.10 0.03 -0.04 -0.9374
C -1.3282 -2.8458 -0.1355 0.56 0.25 -0.33 0.6119
C 4.1202 -0.2373 -0.2275 0.22 -0.61 0.55 0.2686
H -0.5919 4.1624 -0.2163 0.02 -0.07 0.04 0.2326
H 0.4446 -2.9042 -1.2988 0.01 0.15 0.06 0.0804
H 3.0007 -1.2359 1.3831 0.02 0.23 0.18 0.5004
H -2.7369 3.8156 -1.4515 0.00 0.04 0.00 0.2809
H -0.4496 -6.9171 -0.6855 -0.01 0.00 0.01 0.3496
H -2.4791 -5.8661 0.3035 -0.02 0.05 0.05 0.3090
H -0.8778 -1.9755 -2.0056 0.16 0.14 0.16 0.3410
H 5.7993 0.6783 0.7782 0.14 0.29 -0.13 0.3579
H -1.6835 5.5514 0.0142 -0.01 -0.11 -0.10 0.3425
H 0.3620 -5.3435 -0.7094 -0.03 0.00 -0.05 0.2674
H -4.0326 2.6956 -1.0760 -0.03 0.00 0.02 0.2840
H 4.2950 1.6429 0.7593 -0.06 0.19 0.19 0.3296
H -4.4102 4.2643 -1.8163 -0.01 0.00 0.02 0.3454
H 1.5253 0.2825 1.9079 0.43 -0.12 -0.06 -0.1292
H 4.4967 0.2469 1.8444 -0.22 0.02 0.21 0.3131
H 3.7838 0.0063 -2.1386 -0.24 0.02 0.35 0.2877
H -0.3086 5.3318 1.0819 0.10 -0.17 0.03 0.3172
H 0.0527 1.5599 1.2565 0.13 0.10 -0.03 -0.3955
H 4.9249 -0.9118 -0.5464 0.04 -0.18 0.02 0.4409
H -2.1242 -5.1286 -1.2450 0.06 0.00 -0.02 0.3603
H 0.0644 0.7037 -0.6463 0.17 -0.05 -0.21 -0.2286
H 3.2144 -2.1614 -0.0869 -0.03 -0.16 0.06 0.2848
H -0.0649 -6.0744 0.8286 -0.04 -0.03 0.02 0.2853
H -3.6869 5.4242 0.2938 0.04 -0.01 -0.04 0.3596
H -4.9543 4.2592 0.6128 0.02 -0.04 0.08 0.3115
H -0.2071 -0.4230 1.0252 0.66 0.20 0.16 -0.2418
H 1.8027 1.4847 0.2043 0.29 -0.23 -0.09 -0.1864
H -0.9191 -3.7317 -2.1045 0.10 -0.05 0.08 0.3678
```
Positions in Å, forces in eV/Å.

Its LUMO energy is 2.978 eV. As for the largest force on an atom: 1.67 eV Å⁻¹. The HOMO-LUMO gap comes out at 5.32 eV. The charge is -1. The calculation puts the energy above the lowest of the compared OMol25 structures with the same formula, charge and spin at 98.6 kJ/mol.



Below is a cluster of 6 separate species, C7H26N10O7 in total at a distorted geometry, with properties calculated with ωB97M-V/def2-TZVPD.

Structure (XYZ):
```
50
Properties=species:S:1:pos:R:3:forces:R:3:mulliken_charge:R:1
O 14.0672 -25.1364 -8.7517 0.05 -0.28 -0.10 -0.4561
O 7.3790 -24.6994 -6.1893 -0.27 -0.39 -0.38 -0.6624
O 8.5223 -24.0508 -12.3250 -0.27 -0.22 -0.07 -0.6177
O 12.2891 -26.0710 -5.6722 -0.04 -0.22 0.07 -0.6201
O 10.5885 -26.0989 -9.4481 0.31 0.40 0.13 -0.5124
O 9.3529 -28.6311 -9.4532 0.16 0.32 0.22 -0.7332
O 18.5043 -24.0145 -9.4719 -0.21 0.07 -0.33 -0.6153
N 9.7193 -30.2591 -7.8967 0.14 0.86 -1.57 -0.4370
N 10.1560 -23.5938 -10.8089 -0.09 0.33 0.23 -0.2864
N 9.5687 -25.0666 -6.7259 -0.30 -0.04 -0.03 -0.0858
N 12.1036 -26.3683 -3.4226 0.26 0.07 -0.06 -0.4337
N 17.2594 -25.9055 -9.3465 0.05 -0.23 -0.05 -0.4350
N 8.7571 -25.6600 -4.6691 0.05 -0.20 0.04 -0.3536
N 16.9586 -24.1936 -7.8187 0.45 -0.51 -0.41 -0.3588
N 10.6038 -30.4295 -10.0393 -0.49 0.60 0.51 -0.4456
N 8.6372 -21.9709 -11.4277 -0.09 0.11 -0.07 -0.4372
N 13.3465 -24.6312 -4.2939 -0.05 -0.02 -0.35 -0.4058
C 12.6607 -24.9817 -8.9253 0.17 0.00 0.82 -0.5209
C 9.8806 -29.6836 -9.1373 -0.14 -0.92 0.09 0.7383
C 11.9794 -26.2900 -9.2707 0.17 -0.63 -0.31 -0.2615
C 8.4731 -25.1581 -5.9267 0.35 0.84 0.79 0.5067
C 17.6384 -24.6647 -8.9192 0.01 0.62 0.45 0.6484
C 12.5932 -25.7393 -4.5335 -0.48 0.23 0.12 0.6466
C 9.0388 -23.2867 -11.5393 0.33 0.08 -0.46 0.5077
H 12.3085 -24.6924 -7.9321 -0.13 0.23 -0.18 -0.0039
H 12.1597 -27.0199 -8.4755 0.11 0.17 0.15 0.2673
H 12.2883 -25.9935 -2.5106 -0.05 -0.19 0.07 0.1474
H 13.5653 -24.1178 -5.1294 0.27 0.13 0.14 0.2308
H 9.2008 -29.6544 -7.2862 0.11 -0.54 0.65 0.2459
H 9.6287 -26.1255 -4.4866 -0.06 -0.05 -0.02 0.1651
H 10.3812 -22.8933 -10.1198 0.29 -0.40 0.18 0.1970
H 11.1432 -31.2069 -9.7062 0.27 0.07 -0.38 0.1805
H 10.4643 -25.3856 -6.3948 0.11 -0.16 -0.33 0.1562
H 7.8114 -21.7447 -11.9514 -0.09 0.00 0.07 0.2382
H 12.4398 -26.7145 -10.1776 -0.10 0.11 -0.07 0.4375
H 17.0225 -23.2091 -7.6496 0.08 -0.06 0.36 0.1894
H 12.4684 -24.1834 -9.6417 -0.23 -0.08 -0.12 0.4176
H 10.8561 -29.8820 -10.8434 0.30 -0.41 -0.21 0.2456
H 9.4120 -24.8346 -7.6898 0.22 -0.06 -0.07 0.0786
H 10.3185 -24.5727 -10.5814 -0.24 0.27 0.06 0.1930
H 11.7043 -27.2825 -3.5234 0.03 -0.02 0.02 0.2475
H 16.4442 -24.8306 -7.2415 -0.38 0.36 0.04 0.1819
H 13.8283 -24.4441 -3.4355 -0.03 0.01 0.01 0.1824
H 7.9726 -25.8699 -4.0812 -0.04 0.04 -0.01 0.2108
H 10.1217 -26.9182 -9.2283 -0.17 -0.16 -0.28 0.3528
H 17.5190 -26.1279 -10.2896 0.13 -0.27 0.10 0.2140
H 16.5545 -26.4377 -8.8707 -0.16 0.05 -0.18 0.2142
H 10.2365 -31.0944 -7.7056 -0.27 0.06 0.79 0.1658
H 8.8098 -21.4363 -10.5949 -0.04 -0.06 0.00 0.2011
H 14.4842 -25.2470 -9.6126 -0.02 0.09 -0.03 0.2739
```
Positions in Å, forces in eV/Å.

Its LUMO energy is 0.006 eV. As for the largest force on an atom: 1.80 eV Å⁻¹. The HOMO-LUMO gap comes out at 9.33 eV. The calculation puts the energy above the lowest of the compared OMol25 structures with the same formula, charge and spin at 5.7 kJ/mol.



Below is the molecule C3H6N2O2, with properties calculated with ωB97M-V/def2-TZVPD.

Structure (XYZ):
```
13
Properties=species:S:1:pos:R:3:forces:R:3:mulliken_charge:R:1
O 1.1625 -0.2569 1.0322 0.03 0.15 0.10 -0.3361
O -1.5457 0.9221 1.2367 0.05 -0.28 -0.26 -0.5771
N 1.2134 0.4083 -1.1807 0.11 0.06 0.41 -0.5635
N -1.6575 -0.1350 -0.7855 0.02 0.12 0.03 -0.4755
C -1.1713 0.0495 0.4783 -0.09 0.17 0.06 0.4716
C -0.0849 -0.9416 0.9115 -0.09 -0.12 0.02 -0.3710
C 1.5875 0.5158 0.0246 0.05 0.07 -0.19 0.1132
H -0.0153 -1.8184 0.2584 0.09 0.23 -0.03 0.3124
H -0.9957 -0.5433 -1.4336 -0.09 0.05 0.09 0.2979
H 1.6637 1.1304 -1.7400 -0.03 -0.16 0.03 0.2278
H -0.3061 -1.2623 1.9310 -0.04 -0.02 -0.19 0.2569
H -2.1373 0.6765 -1.1533 -0.12 -0.15 0.07 0.2505
H 2.2868 1.2548 0.4205 0.10 -0.13 -0.13 0.3926
```
Positions in Å, forces in eV/Å.

Its LUMO energy is 0.908 eV. As for the largest force on an atom: 0.43 eV Å⁻¹. The HOMO-LUMO gap comes out at 10.73 eV. The calculation puts the energy above the lowest of the compared OMol25 structures with the same formula, charge and spin at 142.3 kJ/mol.